Entry 1:
A cluster of 2 separate species, C7H16N3OS in total. Source: the Open Molecules 2025 dataset; level of theory: ωB97M-V/def2-TZVPD.

Structure (ORCA input):
```
! RIJCOSX wB97M-V def2-TZVPD def2/J DEFGRID3
* xyz -1 1
C -1.6258 -1.5042 1.1827
C 0.9038 -2.7265 -1.0887
C -0.3030 -0.6913 -1.9094
C -1.3312 2.0953 1.5604
C 2.6008 2.6548 -0.7275
C -0.4564 -1.3998 0.5146
C -0.3454 -1.8610 -0.9187
N -0.3768 1.5395 0.6473
N 1.5389 1.7369 -0.4092
N 0.6480 2.2693 0.3317
O -2.7933 -1.7137 0.8909
S -1.3489 -1.1133 3.0826
H 0.9650 -3.1386 -2.0981
H 1.7945 -2.1265 -0.9052
H 0.8944 -3.5526 -0.3789
H -1.2288 -0.1215 -1.8506
H -0.1851 -1.0533 -2.9321
H 0.5284 -0.0255 -1.6743
H -1.1117 3.1543 1.6967
H -2.3396 1.9762 1.1586
H -1.2849 1.5821 2.5253
H 2.5056 3.6111 -0.1942
H 3.5535 2.1835 -0.4686
H 2.6019 2.8466 -1.8061
H 0.4654 -1.2832 1.0680
H -1.2328 -2.4684 -1.1468
H -0.4240 0.5022 0.4653
H -2.6125 -1.3724 3.3844
*
```

Properties
**Orbital gap**: 0.251 hartree
**Largest force on an atom**: 1.658 eV Å⁻¹
**LUMO**: 0.127 Ha
**E_tot**: -24870.807 eV

Results of the Löwdin charge analysis, in e, for atoms 1 through 6: -0.806 -0.101 -0.102 -0.115 -0.183 -0.261

=====

Entry 2:
A cluster of 2 separate species, C13H31N2O4Si2 in total. Source: the Open Molecules 2025 dataset; level of theory: ωB97M-V/def2-TZVPD.

Structure (ORCA input):
```
! RIJCOSX wB97M-V def2-TZVPD def2/J DEFGRID3
* xyz 1 1
C 0.0428 -5.4259 -0.9186
N -1.3640 -4.9804 -0.7097
C -1.6372 -3.7388 -1.4555
C -1.6463 -4.8741 0.6794
O -1.3716 -5.8183 1.3756
C -2.3224 -3.6540 1.3552
Si -1.1215 -2.3433 1.9949
O -2.0272 -0.9029 2.2329
O -0.4551 -2.7301 3.5191
Si 0.4714 -1.3738 4.0219
H 0.0682 -6.5335 -0.9978
H 0.6774 -5.0972 -0.0656
H 0.3959 -4.9950 -1.8761
H -1.4220 -3.9608 -2.5299
H -0.9548 -2.8862 -1.1924
H -2.7026 -3.4267 -1.4234
H -2.9127 -4.0367 2.2239
H -3.0571 -3.1616 0.6809
H 0.0359 -2.1088 1.1110
H -2.6943 -1.1666 2.8945
H 1.7588 -1.7559 4.6057
H -0.2464 -0.5306 4.9892
H 0.7260 -0.5251 2.8370
C 1.4166 4.0391 -2.2653
C 1.9401 3.1025 -1.1517
C 2.0143 1.6605 -1.6900
C 0.6320 1.0448 -1.9074
C -0.2106 1.1183 -0.6353
C -0.2603 2.5012 0.0397
N 1.0751 3.1802 0.0775
O 1.7035 2.7270 1.0048
C -1.2797 3.4208 -0.6730
C -0.8762 2.3094 1.4403
C 3.3641 3.6306 -0.8897
H 2.1688 4.1612 -3.0433
H 0.5365 3.6615 -2.7794
H 1.1865 5.0320 -1.8745
H 2.5778 1.0294 -0.9941
H 2.5701 1.6479 -2.6289
H 0.1140 1.5390 -2.7333
H 0.7446 0.0002 -2.2063
H -1.2261 0.7892 -0.8649
H 0.1917 0.3863 0.0747
H -1.2609 4.4259 -0.2462
H -2.2919 3.0384 -0.5478
H -1.1289 3.5029 -1.7461
H -0.3417 1.5698 2.0376
H -1.9015 1.9519 1.3587
H -0.8987 3.2500 1.9963
H 3.3373 4.6586 -0.5220
H 3.9446 3.6238 -1.8109
H 3.9176 3.0240 -0.1719
*
```

Properties
**Orbital gap**: 0.161 hartree
**Largest force on an atom**: 6.809 eV Å⁻¹
**LUMO**: -0.261 Ha
**E_tot**: -40902.244 eV

Results of the Löwdin charge analysis, in e, for atoms 1 through 6: -0.052 -0.145 -0.112 -0.519 0.082 -0.141

=====

Entry 3:
A cluster of 2 separate species, C5H7I2NO in total. Source: the Open Molecules 2025 dataset; level of theory: ωB97M-V/def2-TZVPD.

Structure (ORCA input):
```
! RIJCOSX wB97M-V def2-TZVPD def2/J DEFGRID3
* xyz 0 1
C 1.3804 2.0670 0.0937
C 2.6638 2.2405 0.1231
C 0.5631 1.1022 -0.5803
C 0.5557 3.2402 0.5946
C -0.1786 -0.6370 -2.0445
N 0.9275 0.1681 -1.5078
O 2.0129 0.1535 -2.2253
I 4.5933 1.6716 0.2340
I -3.3710 0.9209 -1.0979
H -0.5222 1.0492 -0.3015
H 1.1523 4.0799 0.9594
H -0.0452 2.8676 1.3908
H -0.1293 3.5676 -0.2039
H 0.0538 -1.7327 -2.1997
H -1.0401 -0.4885 -1.3639
H -0.5155 -0.2674 -3.0337
*
```

Properties
**Orbital gap (alpha / beta)**: 0.101 / 0.106 hartree
**Largest force on an atom**: 3.045 eV Å⁻¹
**LUMO (alpha / beta)**: -0.149 / -0.146 Ha
**E_tot**: -25030.079 eV

Results of the Löwdin charge analysis, in e, for atoms 1 through 6: -0.354 -0.437 -0.027 -0.006 -0.057 -0.237

=====

Entry 4:
The molecule C5H6N2O. Source: the Open Molecules 2025 dataset; level of theory: ωB97M-V/def2-TZVPD.

Structure (ORCA input):
```
! RIJCOSX wB97M-V def2-TZVPD def2/J DEFGRID3
* xyz 0 1
C 2.0283 -0.3312 -0.2115
C -0.6584 1.9153 0.3587
C 0.9056 0.5102 -0.6844
C -0.6867 -0.1246 -0.3723
C -0.6846 -1.3839 0.5497
N 2.9059 -0.8835 0.2966
N -1.4931 0.9564 0.1459
O 0.6730 1.7982 0.0826
H -0.9063 2.8806 0.8462
H 1.0377 0.5489 -1.7235
H -1.0694 -0.6541 -1.3102
H -1.4930 -2.0567 0.1534
H -0.7446 -1.1904 1.6052
H 0.1856 -1.9852 0.2636
*
```

Properties
**Orbital gap**: 0.404 hartree
**Largest force on an atom**: 4.752 eV Å⁻¹
**LUMO**: 0.026 Ha
**E_tot**: -10307.808 eV

Results of the Löwdin charge analysis, in e, for atoms 1 through 6: -0.170 -0.201 -0.122 -0.296 -0.066 0.170

=====

Among the records above, which one has the highest largest force on an atom? C13H31N2O4Si2